Entry 1:
C2H8OS2 | ωB97M-V with the def2-TZVPD basis set

```
! RIJCOSX wB97M-V def2-TZVPD def2/J DEFGRID3
* xyz -1 2
C -1.7997 -0.5217 0.4925
S -1.7512 1.2265 0.4877
S 1.5030 -1.2591 -0.5114
C 1.5163 -0.7320 1.2287
H -2.0582 -1.0351 1.5160
H -0.8072 -0.9602 0.2158
H -2.4804 -0.8934 -0.2335
H 2.3436 -1.3437 1.7658
H 0.5230 -1.0824 1.7031
H 1.8180 0.2787 1.2998
H -0.0835 1.5789 -1.1402
H 0.9875 0.4051 -1.4359
O 0.6786 1.3869 -1.7048
*
```

Results
HOMO-LUMO gap (alpha / beta) (eV): 6.8 / 4.4
E_LUMO (alpha / beta) (eV): 3.3977 / 1.3356
E_HOMO (alpha / beta) (eV): -3.3823 / -3.0875
Energy (Ha): -952.58477

=====

Entry 2:
C18H32AsHfN3O3S | ωB97M-V with the def2-TZVPD basis set

```
! RIJCOSX wB97M-V def2-TZVPD def2/J DEFGRID3
* xyz 2 1
Hf 1.0992 -0.7142 0.1975
N -1.3511 -4.1844 1.3118
C -0.7261 -3.2158 0.6509
S 0.9634 -2.9466 1.2103
N -1.1968 -2.6975 -0.4544
N -0.4096 -1.6955 -1.0235
C -0.6570 -1.6419 -2.2967
C 0.0847 -0.7841 -3.2499
C -0.1818 -0.7732 -4.6137
C 0.5533 0.0035 -5.4722
C 1.6757 0.7667 -4.9860
C 1.9215 0.8485 -3.6812
C 1.1011 0.0833 -2.7922
O 1.4263 0.0745 -1.5372
H -0.7771 -4.8064 1.8349
H -2.2927 -4.4347 1.1874
H -1.4817 -2.2159 -2.6598
H -1.0520 -1.3149 -4.9986
H 0.2619 0.0661 -6.5091
H 2.3304 1.2234 -5.7334
H 2.6901 1.4804 -3.2228
C 1.4094 2.5729 0.5358
O 1.8205 1.1993 0.9811
C 3.2636 1.2806 1.1684
C 3.8307 -0.0530 1.5275
O 3.1993 -1.0452 0.6523
C 3.8983 -1.9621 -0.1436
H 2.2307 2.9090 -0.1191
H 1.4132 3.2715 1.4383
H 0.4575 2.5728 0.1037
H 3.3965 2.0806 1.8836
H 3.7291 1.7202 0.2307
H 3.6722 -0.3859 2.5286
H 4.8972 -0.0918 1.2745
H 4.2062 -1.5127 -1.0853
H 3.1749 -2.7778 -0.3823
H 4.7810 -2.3501 0.4428
C -2.0640 3.0266 0.4330
C -1.5643 2.2157 1.6295
As -1.5475 0.3132 1.2291
C -2.1684 -0.3902 2.9055
C -1.0695 -0.2134 3.9636
C -3.1367 0.0239 0.0475
C -4.3985 0.4255 0.7727
H -1.7448 3.9910 0.6273
H -3.1394 2.9510 0.3193
H -1.5351 2.7392 -0.4977
H -2.2777 2.3578 2.4152
H -0.6094 2.5661 1.8717
H -2.4826 -1.3559 2.7047
H -3.0195 0.2351 3.0401
H -0.5043 0.7112 3.9894
H -0.3079 -0.9901 3.8156
H -1.4278 -0.3155 4.9312
H -3.0160 -1.0021 -0.4238
H -2.9995 0.7083 -0.8039
H -4.6776 -0.1785 1.7047
H -5.2301 0.1169 0.1535
H -4.4415 1.5144 0.9725
*
```

Results
HOMO-LUMO gap (eV): 7.8
E_LUMO (eV): -6.1394
E_HOMO (eV): -13.9838
Energy (Ha): -3776.54872

=====

Entry 3:
C4H5ClN | ωB97M-V with the def2-TZVPD basis set

```
! RIJCOSX wB97M-V def2-TZVPD def2/J DEFGRID3
* xyz -1 1
Cl 3.8560 1.5470 -1.5652
N -1.1884 -0.5331 0.8018
C -1.3808 -0.2758 -0.4654
C -0.1642 0.2682 -0.9770
C 0.7753 0.1477 0.0620
C 0.1456 -0.4169 1.1766
H -1.9092 -0.8589 1.4298
H -2.3904 -0.4251 -0.8187
H -0.0250 0.7805 -1.9176
H 1.8097 0.4553 0.1040
H 0.4712 -0.6889 2.1697
*
```

Results
HOMO-LUMO gap (eV): 6.7
E_LUMO (eV): 3.2009
E_HOMO (eV): -3.4887
Energy (Ha): -670.41407

=====

Entry 4:
C7H8N4 | ωB97M-V with the def2-TZVPD basis set

```
! RIJCOSX wB97M-V def2-TZVPD def2/J DEFGRID3
* xyz 0 1
N -2.4531 -1.4496 -0.1551
C -1.2166 -0.8614 -0.3014
C 0.0293 -1.5005 0.0639
C 1.1395 -0.6938 -0.0297
N 2.3216 -1.2976 0.0262
C 3.1818 -0.3346 0.0488
N 2.6641 0.8944 -0.2098
C 1.2396 0.6427 -0.0732
C 0.0030 1.3043 -0.1436
C -1.1328 0.6117 -0.1801
N -2.3826 1.3365 0.1149
H -3.4034 -0.7232 -0.4274
H -2.6025 -2.3554 -0.3842
H -0.1476 -2.5288 0.6268
H 4.3333 -0.6260 0.0939
H 3.0877 1.8744 -0.4680
H -0.0075 2.3456 0.2318
H -1.9640 2.3358 -0.0458
H -2.6899 1.0257 1.2119
*
```

Results
HOMO-LUMO gap (eV): 8.4
E_LUMO (eV): 0.8565
E_HOMO (eV): -7.4952
Energy (Ha): -490.45097
Structure (SMILES): Nc1cc2nc[nH]c2cc1N